Record 1
C5H8N | ωB97M-V/def2-TZVPD

The geometry in XYZ format:
```
14
C5H8N (ωB97M-V/def2-TZVPD)
C 0.0935 0.2686 1.0999
C 0.0908 -0.9160 -2.5198
C -0.3988 -0.1244 -1.5285
C 0.2176 -1.0944 0.6475
C -0.0897 1.2555 2.0880
N -0.8028 -0.4828 -0.2651
H 0.1241 -0.4311 -3.5840
H 0.3113 -1.8862 -2.3469
H -0.7553 0.7765 -1.8676
H 1.1984 -1.2757 0.1572
H -0.2529 -1.7790 1.3124
H 0.6507 1.2114 2.7810
H -0.9791 0.9850 2.5780
H 0.0063 2.1881 1.5821
```

Its spin multiplicity is 3. As for the charge: +1. The expectation value of S² is 2.033. The strongest force on any atom is 4.014 eV/A. For the LUMO energy (alpha / beta), the calculation gives -4.224 / -7.635 eV. The frontier orbital gap (alpha / beta) comes out at 9.5 / 8.1 eV.


Record 2
C4H7N2O | ωB97M-V/def2-TZVPD

The geometry in XYZ format:
```
14
C4H7N2O (ωB97M-V/def2-TZVPD)
C 1.2008 1.1587 0.4119
C -0.9026 1.4494 0.8200
C 0.7869 -0.0562 -0.1103
C 1.2772 -1.3069 -0.6685
N -0.9191 0.2893 0.1574
N -1.9453 -0.4770 -0.2985
O 0.2802 1.9737 1.0258
H 2.1706 1.5736 0.5924
H -1.7836 2.1349 1.2042
H 1.0487 -1.6346 -1.6703
H 2.3700 -1.3521 -0.7581
H 0.9271 -2.2425 -0.0152
H -2.7116 -0.4186 0.3262
H -1.7993 -1.0919 -1.0172
```

The SMILES is Cc1coc[n+]1N. Its spin multiplicity is 1. As for the charge: +1. The strongest force on any atom is 5.749 eV/A. For the LUMO energy, the calculation gives -3.606 eV. The frontier orbital gap comes out at 10.7 eV.


Record 3
C20H14ClN3O2 | ωB97M-V/def2-TZVPD

The geometry in XYZ format:
```
40
C20H14ClN3O2 (ωB97M-V/def2-TZVPD)
O -5.4399 -1.4006 0.4724
C -4.2632 -1.1135 0.4466
N -3.4998 -1.4971 -0.6169
C -2.1502 -1.2333 -0.9024
C -1.1605 -1.5212 0.0216
C 0.1351 -1.1435 -0.3005
N 1.3007 -1.2188 0.4127
C 2.2033 -0.6844 -0.3506
C 3.6022 -0.5237 -0.0137
C 4.0840 -0.9843 1.2125
C 5.4283 -0.8081 1.4914
N 6.2768 -0.2270 0.6591
C 5.8168 0.2097 -0.5006
C 4.4937 0.0906 -0.8930
H 4.1558 0.4603 -1.8480
H 6.5484 0.6776 -1.1462
H 5.8529 -1.1465 2.4272
H 3.4109 -1.4609 1.9057
O 1.7461 -0.2499 -1.5557
C 0.4239 -0.5327 -1.5395
C -0.5518 -0.3111 -2.4931
C -1.8387 -0.6700 -2.1508
H -2.6410 -0.4959 -2.8518
H -0.3197 0.1355 -3.4457
H -1.3777 -2.0036 0.9584
H -4.0493 -1.8798 -1.3777
C -3.6067 -0.3187 1.5675
C -2.6459 0.7402 1.1093
C -1.4134 0.9042 1.7302
C -0.5010 1.8334 1.2668
C -0.8265 2.6126 0.1693
C -2.0686 2.5015 -0.4343
C -2.9726 1.5717 0.0440
H -3.9399 1.4787 -0.4278
H -2.3195 3.1302 -1.2739
Cl 0.3351 3.7281 -0.4600
H 0.4610 1.9405 1.7430
H -1.1489 0.2875 2.5759
H -3.1100 -1.0165 2.2446
H -4.4302 0.1385 2.1243
```

The SMILES is O=C(Cc1ccc(Cl)cc1)Nc1ccc2oc(-c3ccncc3)nc2c1. Its spin multiplicity is 1. The strongest force on any atom is 1.439 eV/A. For the LUMO energy, the calculation gives -0.426 eV. The frontier orbital gap comes out at 8.2 eV.


Record 4
C5H17N2O | ωB97M-V/def2-TZVPD

The geometry in XYZ format:
```
25
C5H17N2O (ωB97M-V/def2-TZVPD)
N 1.2137 -0.1221 -1.1889
C 0.6325 -0.9623 -0.0883
C 1.6893 -1.8722 0.4862
C 0.1157 -0.0126 0.9981
N -1.0209 0.7015 0.3391
C -1.5984 1.6910 1.3761
C -2.5541 1.0402 2.3312
H 0.5642 -0.0911 -1.9878
H 1.3043 0.8986 -1.1004
H 2.1112 -0.5306 -1.4528
H -0.2190 -1.5139 -0.4785
H 1.3702 -2.1903 1.5072
H 2.6638 -1.3913 0.6549
H 1.8249 -2.8354 -0.0104
H -0.1912 -0.4871 1.9290
H 0.8225 0.8020 1.1331
H -1.7096 0.0188 0.0326
H -0.7937 2.2824 1.7672
H -2.0534 2.3810 0.6500
H -2.0290 0.2522 2.9146
H -3.4872 0.6699 1.9063
H -2.7790 1.6823 3.1833
H 1.0246 0.5232 -5.2207
H 1.7367 -0.8255 -5.1065
O 1.3620 -0.1087 -4.5742
```

Its spin multiplicity is 1. As for the charge: +1. The strongest force on any atom is 3.766 eV/A. For the LUMO energy, the calculation gives -2.922 eV. The frontier orbital gap comes out at 10.0 eV.


Record 5
C22H44Cl22 | ωB97M-V/def2-TZVPD

The geometry in XYZ format:
```
88
C22H44Cl22 (ωB97M-V/def2-TZVPD)
Cl 4.0471 5.3771 -3.2129
C 3.1611 3.8284 -3.4420
C 3.6711 2.7941 -2.4497
Cl 2.4204 1.5364 -2.1638
H 3.3180 3.5399 -4.4759
H 2.1082 4.0142 -3.2797
H 3.7879 3.3020 -1.4935
H 4.6005 2.3284 -2.7342
Cl -1.6273 -0.3846 4.1848
C -0.4349 -0.5368 5.4651
C 0.6324 0.4880 5.3182
Cl 1.6485 0.0895 3.8954
H -0.0115 -1.5339 5.5057
H -0.9847 -0.3806 6.3933
H 1.2992 0.4613 6.1728
H 0.2185 1.4749 5.1697
Cl -5.3404 -4.1567 -1.7063
C -4.5095 -5.1024 -0.4563
C -3.0502 -5.2533 -0.7700
Cl -2.0717 -3.8516 -0.2749
H -4.9759 -6.0839 -0.4066
H -4.6396 -4.5982 0.4839
H -2.9142 -5.3814 -1.8393
H -2.6418 -6.1232 -0.2692
Cl 4.2614 4.2218 1.2490
C 2.7499 4.1351 2.1126
C 1.6561 3.5363 1.3053
Cl 1.3430 4.4893 -0.1798
H 2.4856 5.1729 2.3375
H 2.8713 3.6492 3.0759
H 0.7378 3.5153 1.8783
H 1.8710 2.5134 0.9848
Cl -0.8910 4.2277 4.0255
C -2.5095 4.4570 3.3044
C -3.2302 3.1953 3.0291
Cl -3.9963 2.5321 4.5062
H -2.4113 5.0631 2.4066
H -3.0886 5.0404 4.0134
H -2.6201 2.4216 2.5858
H -4.0447 3.4271 2.3489
Cl -5.2042 -2.0130 3.7872
C -5.7218 -0.9111 2.4493
C -4.5698 -0.0419 2.0413
Cl -5.1531 1.2745 0.9431
H -6.5242 -0.3030 2.8332
H -6.0792 -1.5300 1.6300
H -3.7251 -0.5250 1.5677
H -4.1827 0.4732 2.9296
Cl 6.1034 0.7527 -0.3927
C 4.9316 0.9134 0.9109
C 4.7913 -0.3405 1.6752
Cl 6.0990 -0.5602 2.8292
H 3.9613 1.1522 0.4747
H 5.2285 1.7059 1.5734
H 4.7421 -1.1940 1.0075
H 3.8653 -0.2794 2.2396
Cl 5.6549 -3.2413 -0.6956
C 5.4644 -3.0523 -2.4724
C 4.2616 -2.1398 -2.6794
Cl 4.0557 -1.6324 -4.3931
H 5.3198 -4.0451 -2.8748
H 6.3717 -2.6038 -2.8535
H 4.3575 -1.2457 -2.0594
H 3.3285 -2.5897 -2.3560
Cl 0.0434 -3.2893 -6.0211
C -0.8974 -3.0547 -4.5337
C -0.0564 -3.2498 -3.3110
Cl 0.3487 -4.9384 -3.0241
H -1.7546 -3.7191 -4.5611
H -1.2624 -2.0277 -4.5148
H -0.5162 -2.8234 -2.4320
H 0.8944 -2.7370 -3.4807
Cl 1.4620 -2.4110 -0.3446
C 1.0250 -0.7921 0.2994
C -0.2610 -0.4663 -0.2028
Cl -0.9630 0.9719 0.5822
H 1.8394 -0.1286 0.0364
H 1.0082 -0.8999 1.3801
H -0.9229 -1.2944 0.0272
H -0.2438 -0.3409 -1.2761
Cl -4.7302 2.1349 -4.9610
C -4.0741 0.5931 -4.3392
C -3.4604 0.8374 -2.9888
Cl -2.7299 -0.6793 -2.3616
H -3.3211 0.2720 -5.0509
H -4.8504 -0.1614 -4.2889
H -4.1935 1.1785 -2.2768
H -2.6558 1.5567 -3.0698
```

The SMILES is ClCCCl.ClCCCl.ClCCCl.ClCCCl.ClCCCl.ClCCCl.ClCCCl.ClCCCl.ClCCCl.ClCCCl.ClCCCl. Its spin multiplicity is 1. The strongest force on any atom is 3.434 eV/A. For the LUMO energy, the calculation gives 0.267 eV. The frontier orbital gap comes out at 10.9 eV.


Record 6
ClLi | ωB97M-V/def2-TZVPD

The geometry in XYZ format:
```
2
ClLi (ωB97M-V/def2-TZVPD)
Li 1.0768 0.8936 1.7494
Cl -1.0768 -0.8936 -1.7494
```

Its spin multiplicity is 1. The strongest force on any atom is 0.840 eV/A. For the LUMO energy, the calculation gives -2.901 eV. The frontier orbital gap comes out at 4.0 eV.


Record 7
C2HF4NO | ωB97M-V/def2-TZVPD

The geometry in XYZ format:
```
9
C2HF4NO (ωB97M-V/def2-TZVPD)
C -0.7434 1.0350 -0.1005
C 0.8249 -0.7136 0.1734
N 0.5241 0.6891 0.4123
O -0.7150 0.7315 1.2031
F -0.9069 2.2578 -0.5202
F 2.0170 -0.9503 0.7752
F -0.0579 -1.5167 0.5830
F 1.0405 -0.7881 -1.1411
H -1.9833 -0.7446 -1.3853
```

Its spin multiplicity is 1. The strongest force on any atom is 3.963 eV/A. For the LUMO energy (alpha / beta), the calculation gives -1.473 / -0.786 eV. The frontier orbital gap (alpha / beta) comes out at 9.9 / 10.0 eV.


Record 8
C5H6OS2 | ωB97M-V/def2-TZVPD

The geometry in XYZ format:
```
14
C5H6OS2 (ωB97M-V/def2-TZVPD)
C -3.3035 -0.1937 0.0646
C -0.4478 0.0782 -0.0045
C 1.0116 -0.5203 -0.0760
C 1.9594 0.6437 -0.0986
C 3.2810 0.2721 0.1432
H -3.3815 0.2494 1.0843
H -4.0183 -1.0939 -0.1273
H -3.3388 0.7012 -0.6907
H 1.6474 1.6718 -0.3377
H 3.4941 -0.8707 0.2349
H 4.0771 1.0175 0.0229
O -0.6293 1.2633 -0.1036
S -1.6821 -1.1411 -0.0484
S 1.3307 -2.0775 -0.0632
```

The SMILES is C=CC(=S)C(=O)SC. Its spin multiplicity is 1. The strongest force on any atom is 4.003 eV/A. For the LUMO energy, the calculation gives -1.300 eV. The frontier orbital gap comes out at 7.6 eV.


Question: Which of these has the highest strongest force on any atom?
Answer: C4H7N2O


Copy entry 2 word for word.
C4H7N2O | ωB97M-V/def2-TZVPD

The geometry in XYZ format:
```
14
C4H7N2O (ωB97M-V/def2-TZVPD)
C 1.2008 1.1587 0.4119
C -0.9026 1.4494 0.8200
C 0.7869 -0.0562 -0.1103
C 1.2772 -1.3069 -0.6685
N -0.9191 0.2893 0.1574
N -1.9453 -0.4770 -0.2985
O 0.2802 1.9737 1.0258
H 2.1706 1.5736 0.5924
H -1.7836 2.1349 1.2042
H 1.0487 -1.6346 -1.6703
H 2.3700 -1.3521 -0.7581
H 0.9271 -2.2425 -0.0152
H -2.7116 -0.4186 0.3262
H -1.7993 -1.0919 -1.0172
```

The SMILES is Cc1coc[n+]1N. Its spin multiplicity is 1. As for the charge: +1. The strongest force on any atom is 5.749 eV/A. For the LUMO energy, the calculation gives -3.606 eV. The frontier orbital gap comes out at 10.7 eV.


Question: The highest strongest force on any atom belongs to which entry?
Answer: C4H7N2O


Question: Among the records above, which one has the highest strongest force on any atom?
Answer: C4H7N2O